Computed, not measured: a molecular structure, C51H40N8O3PRuSe, with the ωB97M-V functional and the def2-TZVPD basis.

Structure (ORCA input):
```
! wB97M-V def2-TZVPD RIJCOSX def2/J DEFGRID3
* xyz 3 1
Ru -0.04 0.36 0.04
Se 0.13 3.88 0.24
P 1.87 -0.58 1.25
O -1.07 -2.86 5.04
O -4.35 -2.43 2.64
O -5.22 -6.91 -9.31
N -3.43 -2.66 4.70
N -1.28 0.35 1.86
N -2.63 -2.72 -5.39
N -0.61 0.26 -2.08
N -2.64 -4.44 -3.96
N -1.33 4.85 0.19
N -0.77 2.35 -0.11
N -0.49 -1.77 -0.44
C -2.96 0.40 4.07
C -5.56 -8.33 -9.26
C -0.37 -2.77 0.42
C -4.39 2.24 -0.56
C -2.03 -0.71 2.19
C 1.19 0.49 5.11
C -0.59 1.30 -2.91
C 1.98 1.62 5.28
C -1.09 -0.90 -2.55
C -4.70 -6.30 -8.30
C 3.53 2.33 -1.70
C -4.43 -6.92 -7.04
C -2.09 -3.40 -3.31
C 2.77 2.08 4.24
C -2.09 -2.34 -4.22
C -2.86 -0.74 3.29
C 4.51 -4.31 1.51
C -3.71 4.54 -0.18
C -1.56 -1.05 -3.85
C 1.77 1.10 -0.61
C 2.17 2.11 -1.49
C -1.55 -3.28 -1.98
C -1.33 1.42 2.67
C -3.14 1.74 -0.46
C 1.96 0.30 2.83
C -2.06 2.66 -0.22
C -1.45 -4.31 -1.04
C -3.62 -2.01 3.51
C 3.21 -2.62 2.62
C 4.07 -3.71 2.68
C -2.31 -2.44 5.58
C 2.76 0.40 0.06
C 3.24 -2.74 0.21
C -4.68 3.65 -0.43
C -2.18 1.50 3.75
C -1.01 1.23 -4.23
C 1.17 -0.16 3.89
C 2.76 1.42 3.01
C -3.86 -4.19 -7.51
C 4.09 -3.83 0.27
C -1.06 -2.01 -1.64
C -2.35 4.07 -0.06
C -2.97 -4.00 -5.23
C -3.87 -6.18 -6.05
C -0.85 -4.06 0.17
C 2.82 -2.12 1.39
C -1.51 0.05 -4.71
C -3.57 -4.80 -6.25
C 4.12 0.59 -0.16
C -4.41 -4.91 -8.50
C 4.50 1.57 -1.06
H -5.71 3.98 -0.53
H -3.65 0.44 4.91
H -3.95 -3.52 4.78
H -5.22 1.56 -0.74
H 4.86 -0.01 0.36
H 3.41 2.93 4.38
H -1.85 -0.05 -5.74
H -3.63 -3.14 -7.64
H 1.47 2.73 -2.03
H 0.58 0.12 5.92
H -2.95 0.68 -0.55
H 0.13 -2.56 1.35
H -2.80 -5.36 -3.59
H 2.92 -2.36 -0.75
H -2.54 -2.93 6.53
H -3.90 5.60 -0.06
H -3.67 -6.66 -5.11
H -0.94 2.11 -4.86
H 5.55 1.76 -1.26
H -0.24 2.23 -2.50
H 3.84 3.11 -2.39
H 0.55 -1.05 3.77
H -4.65 -4.48 -9.47
H -1.99 -1.57 1.54
H -1.84 -5.30 -1.26
H 2.88 -2.15 3.54
H -2.20 -1.37 5.78
H 3.39 1.79 2.20
H -6.32 -8.49 -8.50
H -2.21 2.40 4.34
H 4.39 -4.09 3.64
H -0.65 2.23 2.44
H 1.99 2.13 6.23
H -0.73 -4.83 0.91
H -5.95 -8.56 -10.24
H 5.20 -5.15 1.56
H -4.66 -8.91 -9.06
H 4.44 -4.30 -0.64
H -4.65 -7.96 -6.89
H -0.96 -3.81 5.20
*
```

The total energy is -148793.569 eV.

Results of the Mulliken charge analysis, in e, for atoms 1 through 8: -0.63 0.36 2.31 -0.41 -0.60 -0.43 -0.11 1.85